one | Below is CHN3OS in the gas phase, with properties calculated with wB97M-V/def2-TZVPD.

Element x y z (Å)
S 1.1155 -1.6536 0.0237
C 0.1649 -0.1836 0.1521
N 0.6110 0.8790 0.8846
N -0.1868 1.8371 0.6584
O -1.1779 1.3942 -0.2372
N -0.9145 0.0830 -0.5522
H 0.3877 -2.3562 -0.9294

Computed properties:
HOMO-LUMO gap = 9.87 eV
LUMO energy = -0.21 eV

---

two | Below is CHN3OS in the gas phase, with properties calculated with wB97M-V/def2-TZVPD.

Element x y z (Å)
S -1.0810 1.6589 0.2907
C -0.2604 0.3076 0.0306
N -0.6005 -1.0063 0.4096
N 0.4366 -1.8159 0.2236
N 1.3437 -1.2389 -0.4814
O 1.0174 0.1868 -0.6639
H 2.4611 -1.4543 -0.5869

Computed properties:
HOMO-LUMO gap = 8.53 eV
LUMO energy = -0.83 eV

---

Stability summary - winner: one; margin: 0.0358 hartree.

---

one | Below is CCl4OS as an isolated structure, with properties calculated with wB97M-V/def2-TZVPD.

Element x y z (Å)
C -0.3990 -0.6355 -2.7333
O -0.5218 1.1913 3.3908
S -0.1481 0.1890 2.4471
Cl 0.6900 -0.4296 -3.9457
Cl 0.3353 -1.5918 -1.5626
Cl 1.5730 0.7963 1.4002
Cl -1.5294 0.4803 1.0034

Computed properties:
HOMO-LUMO gap = 8.76 eV
LUMO energy = -0.98 eV

---

two | Below is a 2-piece molecular cluster, CCl4OS overall, with properties calculated with wB97M-V/def2-TZVPD.

Element x y z (Å)
C 0.8415 -0.8304 0.1791
O -2.6266 0.7563 -1.0008
S -1.7120 0.8654 0.1198
Cl 0.6003 -2.5290 0.5931
Cl 1.3727 -0.5655 -1.3441
Cl 1.7061 -0.1387 1.6000
Cl -0.1820 2.4420 -0.1470

Computed properties:
HOMO-LUMO gap (alpha / beta) = 7.50 / 8.22 eV
LUMO energy (alpha / beta) = -1.80 / -1.47 eV

---

Stability summary - winner: two; margin: 0.0188 hartree.

---

one | Below is an isolated ion of composition C3H5O2S and charge -1, with properties calculated with wB97M-V/def2-TZVPD.

Element x y z (Å)
O -1.3266 -1.5538 -0.4828
C -1.4862 -0.3528 -0.7452
O -2.4370 0.1985 -1.3317
C -0.4224 0.6072 -0.0893
C 0.9812 0.0993 -0.2435
S 2.1363 0.4884 1.1595
H -0.6847 0.5998 0.9703
H -0.5541 1.6195 -0.4667
H 1.4673 0.5232 -1.1240
H 0.9976 -0.9847 -0.3292
H 1.9548 -0.6400 1.8248

Computed properties:
Net charge = -1
HOMO-LUMO gap = 7.30 eV
LUMO energy = 3.23 eV

---

two | Below is an isolated ion of composition C3H5O2S and charge -1, with properties calculated with wB97M-V/def2-TZVPD.

Element x y z (Å)
O 1.6133 -0.4294 1.0449
C 0.5363 -0.0732 1.5649
O 0.2198 0.0753 2.7574
C -0.5691 0.3088 0.5292
C -0.4266 -0.3832 -0.8122
S 0.2265 0.7150 -2.1425
H -0.4788 1.3906 0.4007
H -1.5739 0.1800 0.9484
H -1.3286 -0.8192 -1.2225
H 0.3562 -1.1329 -0.7169
H 1.4249 0.1682 -2.3513

Computed properties:
Net charge = -1
HOMO-LUMO gap = 7.47 eV
LUMO energy = 3.37 eV

---

Stability summary - winner: one; margin: 0.0031 hartree.

---

one | Below is a 2-piece molecular cluster, C5H8NO3S overall, with properties calculated with wB97M-V/def2-TZVPD.

Element x y z (Å)
C -0.7250 0.2792 0.1110
C -0.9654 -1.1211 0.0841
C -3.3075 -1.6663 -0.4034
C 0.0833 -2.1814 0.2577
C -1.3797 2.5041 -0.1229
N -1.6626 1.1041 -0.1768
O 4.6803 -0.3572 -0.0711
O 2.3800 0.0305 0.7267
O -2.1732 -1.4878 -0.1845
S 3.2682 -0.1463 -0.4523
H 0.2920 0.5650 0.3994
H 0.9071 -2.0091 -0.4386
H -0.3436 -3.1698 0.0836
H 0.5137 -2.1555 1.2587
H -1.3182 2.9056 -1.1381
H -2.2112 3.0042 0.3830
H -0.4374 2.7381 0.3933
H 2.8349 -1.6556 -0.9380

Computed properties:
Net charge = -1
HOMO-LUMO gap (alpha / beta) = 6.14 / 5.66 eV
LUMO energy (alpha / beta) = 3.54 / 1.96 eV
Multiplicity = 3

---

two | Below is a 2-piece molecular cluster, C5H8NO3S overall, with properties calculated with wB97M-V/def2-TZVPD.

Element x y z (Å)
C -0.3204 2.6562 -0.0648
C 1.2779 -0.2695 1.1616
C -1.3206 0.5972 -0.2996
C 0.2508 0.7481 1.6099
C -0.5134 1.3181 0.4950
N -0.2059 3.5878 -0.7696
O 0.6210 -2.2391 -2.7261
O 0.1750 -2.4768 -0.3826
O -1.6133 -2.2190 -1.9457
S -0.2492 -1.9158 -1.6298
H 2.0379 -0.5762 1.8708
H 0.9834 -1.2494 0.7322
H 1.8523 0.1365 0.3266
H -1.3506 -0.4919 -0.1948
H 0.0187 -0.4745 -1.5874
H -1.7897 1.0724 -1.1455
H -0.5058 0.1880 2.3453
H 0.6517 1.6080 2.2045

Computed properties:
Net charge = -1
HOMO-LUMO gap (alpha / beta) = 6.44 / 5.66 eV
LUMO energy (alpha / beta) = 3.42 / 0.21 eV
Multiplicity = 3

---

Stability summary - winner: two; margin: 0.0993 hartree.

---

one | Below is a 2-piece molecular cluster, CH8NO overall, with properties calculated with wB97M-V/def2-TZVPD.

Element x y z (Å)
C -0.4636 1.2554 0.4720
N -0.8329 0.4849 1.6519
H -1.2932 1.9136 0.1635
H -0.2013 0.5994 -0.3751
H 0.4108 1.8820 0.7156
H -1.6383 -0.1595 1.5190
H -1.0671 1.1463 2.4196
H -0.0093 -0.0781 1.9458
O 1.9307 -2.5079 -3.1227
H 0.9486 -2.5291 -3.0648
H 2.2155 -2.0071 -2.3250

Computed properties:
Net charge = +1
HOMO-LUMO gap = 9.53 eV
LUMO energy = -4.44 eV

---

two | Below is a 2-piece molecular cluster, CH8NO overall, with properties calculated with wB97M-V/def2-TZVPD.

Element x y z (Å)
N -1.2581 0.6662 -1.2307
H -0.7153 1.0408 -2.0102
H -0.5350 0.3869 -0.5201
H -1.8072 -0.1289 -1.5501
H -1.8780 1.3887 -0.8703
C 0.5776 -0.6520 1.3976
O 0.8780 -0.1189 0.0970
H -0.4973 -0.5121 1.5607
H 1.0763 -0.0548 2.1548
H 0.8874 -1.6817 1.4493
H 1.8305 -0.0909 -0.0322

Computed properties:
Net charge = +1
HOMO-LUMO gap = 11.66 eV
LUMO energy = -3.87 eV

---

Stability summary - winner: two; margin: 0.0179 hartree.